C19H22ClN4O3S2Ti | the ωB97M-V functional and the def2-TZVPD basis

Geometry as XYZ:
```
52
Properties=species:S:1:pos:R:3:lowdin_charge:R:1
Ti 0.0698 0.2194 0.8891 1.02
C 4.0279 1.9959 1.3771 0.04
C 2.6080 1.6586 1.0925 -0.17
N 2.0191 0.5993 1.5232 -0.07
N 2.6095 -0.2602 2.4268 0.05
C 1.7753 -0.6781 3.4299 -0.74
N 2.3222 -1.3273 4.4327 0.18
S 0.1043 -0.3459 3.3767 0.82
C 1.6712 2.5988 0.4268 -0.20
C 2.0749 3.6649 -0.3346 0.05
C 1.1129 4.5844 -0.7592 0.03
C -0.2002 4.4051 -0.3753 0.03
C -0.5358 3.2745 0.3588 -0.05
N 0.3680 2.3736 0.7399 0.02
H 4.2195 1.9203 2.4521 0.12
H 4.2752 3.0079 1.0752 0.10
H 4.7024 1.3052 0.8621 0.13
H 3.6090 -0.1914 2.5740 0.16
H 3.3162 -1.4900 4.5168 0.15
H 1.7399 -1.6340 5.2000 0.14
H 3.1176 3.8066 -0.5844 0.14
H 1.4033 5.4397 -1.3557 0.14
H -0.9667 5.1240 -0.6337 0.14
H -1.5549 3.1054 0.6785 0.13
Cl -4.3783 1.0584 -4.7362 0.80
C -3.1180 0.8775 -3.5979 -0.64
C -1.7931 0.7250 -4.0401 0.01
C -0.7349 0.5625 -3.1567 0.04
C -0.9781 0.5459 -1.8012 -0.27
O 0.0232 0.3800 -0.9197 -0.15
C -2.3118 0.7047 -1.3322 -0.13
C -2.6252 0.7033 0.0286 -0.05
O -1.7812 0.5065 0.9787 -0.13
C -3.3754 0.8781 -2.2561 0.00
H -1.5996 0.7384 -5.1067 0.14
H 0.2794 0.4580 -3.5189 0.14
H -3.6518 0.9014 0.3332 0.17
H -4.3901 1.0066 -1.8941 0.14
O 0.2882 -1.6153 0.7065 -0.65
S 0.4236 -2.8752 -0.2455 1.18
C -0.0796 -4.2704 0.7998 -0.26
C -1.5427 -4.5706 0.4800 -0.19
C -1.7048 -4.2830 -1.0111 -0.19
C -1.0990 -2.8968 -1.2358 -0.27
H 0.1415 -3.9854 1.8281 0.11
H 0.5900 -5.0817 0.5069 0.12
H -2.2037 -3.9379 1.0740 0.13
H -1.7677 -5.6072 0.7245 0.14
H -2.7467 -4.2839 -1.3285 0.14
H -1.1826 -5.0310 -1.6103 0.13
H -1.7186 -2.1160 -0.7923 0.09
H -0.8515 -2.6486 -2.2659 0.11
```

Energy (eV): -89448.4821
Net charge: +3
HOMO energy (eV): -17.224